A structure of composition C9H10MoN2S at a distorted geometry, computed with ωB97M-V with the def2-TZVPD basis set.

Atoms and positions in Å:
C1 1.4629 0.8777 0.7885
C2 1.1774 -0.2730 1.5898
C3 0.0064 0.0024 2.3700
C4 -0.4598 1.3163 2.0141
C5 0.4329 1.8484 1.0204
Mo1 -0.6187 0.0037 0.1591
C6 0.3486 -1.6839 -0.9999
C7 0.6114 -0.6646 -2.0111
C8 1.5457 -0.5335 -2.9837
N1 -0.4237 0.5773 -1.6431
H1 -0.3981 -0.6343 3.1551
H2 1.7886 -1.1701 1.6635
H3 -1.2780 1.8576 2.4829
H4 0.3853 2.8471 0.5910
H5 2.3478 1.0254 0.1724
H6 1.2272 -2.2017 -0.6052
H7 -0.4332 1.3218 -2.3244
H8 -0.5097 -2.3350 -1.2205
H9 2.2758 -1.3454 -3.1125
H10 1.5872 0.3565 -3.6224
S1 -5.1181 -0.5317 1.0546
C9 -3.5700 -0.3863 0.8302
N2 -2.3879 -0.2747 0.6312

Expectation value of S²: 2.028
Multiplicity: 3
Gap between HOMO and LUMO (spin up / spin down): 0.235 / 0.293 hartree
E_HOMO (spin up / spin down): -6.802 / -8.326 eV
LUMO level (spin up / spin down): -0.4 / -0.3 eV